{
  "formula": "C4H9N3O3",
  "method": "ωB97M-V with the def2-TZVPD basis set",
  "species": ["C", "C", "C", "C", "N", "N", "N", "O", "O", "O", "H", "H", "H", "H", "H", "H", "H", "H", "H"],
  "coordinates": [[-3.01, 0.37, -1.59], [3.26, 0.41, -0.46], [0.24, -1.92, -0.11], [0.14, -0.48, 0.37], [-3.15, 0.10, -0.32], [2.06, 0.70, -0.14], [0.86, 0.43, -0.43], [-4.16, 0.64, 0.31], [2.18, 1.89, 1.19], [3.73, -0.38, -1.31], [-3.68, 0.94, -2.23], [-2.23, -0.07, -2.02], [3.91, 1.11, 0.12], [-0.42, -2.66, 0.50], [0.01, -2.07, -1.24], [1.33, -2.27, -0.03], [-0.97, -0.08, 0.39], [0.52, -0.47, 1.51], [1.21, 1.99, 1.08]],
  "e_homo_ev": 0.182,
  "orbital_gap_ev": 6.14,
  "charge": -2
}

---

{
  "formula": "C4H9N3OS2",
  "method": "ωB97M-V with the def2-TZVPD basis set",
  "species": ["C", "C", "C", "C", "N", "N", "N", "O", "S", "S", "H", "H", "H", "H", "H", "H", "H", "H", "H"],
  "coordinates": [[0.35, -0.99, -0.31], [2.74, -0.70, -0.38], [2.49, 0.01, 0.87], [-2.49, 1.64, 0.24], [-0.73, -1.28, -0.84], [1.46, -0.81, -1.00], [-2.84, 0.76, -0.88], [-2.04, -0.99, 1.39], [0.69, -0.38, 1.34], [-2.20, -1.37, -0.08], [3.38, -0.08, -0.96], [3.12, -1.70, -0.30], [3.08, -0.41, 1.74], [2.54, 1.15, 0.69], [-1.87, 2.37, -0.16], [-3.34, 2.16, 0.75], [-1.99, 0.99, 0.98], [1.35, -0.81, -2.06], [-3.70, 0.44, -1.04]],
  "e_homo_ev": [-8.382, -8.086],
  "orbital_gap_ev": [8.12, 7.96]
}

---

{
  "formula": "C4H9N3S",
  "method": "ωB97M-V with the def2-TZVPD basis set",
  "species": ["C", "C", "C", "C", "H", "H", "H", "H", "H", "H", "H", "H", "H", "N", "N", "N", "S"],
  "coordinates": [[1.20, -2.20, 1.30], [1.13, -1.50, -0.07], [0.42, 0.75, 0.05], [-1.78, 3.13, -0.88], [1.44, -3.58, 1.07], [-0.08, -1.99, 1.74], [2.22, -1.90, 2.32], [0.91, -2.40, -0.73], [2.02, -1.08, -0.49], [-2.06, 0.09, -1.06], [1.42, 0.99, 0.27], [-1.28, 4.01, -0.65], [-2.82, 3.44, -1.28], [0.12, -0.52, -0.10], [-0.18, 1.89, -0.10], [-1.48, 1.89, -0.54], [-1.21, -1.04, -0.86]],
  "e_homo_ev": -7.849,
  "orbital_gap_ev": 8.48
}

---

{
  "formula": "C4H9N3S",
  "method": "ωB97M-V with the def2-TZVPD basis set",
  "species": ["H", "N", "C", "N", "N", "C", "C", "C", "S", "H", "H", "H", "H", "H", "H", "H", "H"],
  "coordinates": [[2.51, 0.13, -1.80], [2.60, -0.37, -0.87], [1.69, -0.02, -0.02], [1.72, -0.49, 1.24], [0.70, 0.93, -0.35], [-0.64, 1.10, 0.03], [-1.39, 2.31, -0.07], [-1.30, -0.10, 0.63], [-1.62, -1.49, -0.39], [2.61, -1.08, 1.24], [1.74, 0.26, 1.91], [0.87, 1.51, -1.17], [-2.43, 2.25, 0.20], [-0.91, 3.19, -0.28], [-2.33, 0.30, 0.99], [-0.72, -0.34, 1.58], [-0.70, -2.55, 0.07]],
  "smiles": "[H]/N=C(/N)NC(=C)CS",
  "e_homo_ev": -8.416,
  "orbital_gap_ev": 9.10
}

---

Relative energy (zero: lowest compared OMol25 entry of this formula, charge and spin)
In order: 0.2927, 1.9541, 7.2674, 1.6328
Unit: eV
Electronic energy
In order: -547.54464, -1193.57412, -720.00628, -720.21335
Unit: hartree